Entry 1:
Formula: C35H52OP4Re
Source: OMol25
Level of theory: ωB97M-V with the def2-TZVPD basis set

- Highest occupied orbital energy (alpha / beta): -18.29 / -18.29 eV
- Expectation value of S²: 4.168
- Relative energy (zero: lowest compared OMol25 entry of this formula, charge and spin): 0.632 eV
- Orbital gap (alpha / beta): 4.04 / 3.93 eV
- Net charge: +4
- Spin multiplicity: 4

Structure (XYZ):
```
93
Properties=species:S:1:pos:R:3:mulliken_charge:R:1
Re -0.377 0.463 -0.601 1.32
P -1.278 2.631 -0.311 0.71
P -1.901 -1.041 0.169 1.28
P -0.998 0.665 -2.893 1.12
H 1.630 -1.479 -0.386 0.12
C 1.302 -0.797 -1.178 -0.82
C 1.762 0.581 -1.178 -0.98
H 2.505 0.872 -0.432 0.64
C -1.027 3.775 1.121 -1.47
C -3.114 2.730 -0.346 -1.19
C -0.781 3.889 -1.563 -1.32
C -1.266 -2.721 0.524 -1.90
C -2.788 -0.824 1.787 -1.34
C -3.421 -1.186 -0.863 -1.08
C 0.264 1.553 -3.914 -1.70
C -2.501 1.580 -3.469 -1.70
C -1.242 -0.814 -3.934 -0.86
H 1.122 -1.335 -2.112 0.74
H 1.864 1.151 -2.102 0.34
H 0.024 4.074 1.197 0.36
H -1.337 3.332 2.070 0.44
H -1.628 4.677 0.933 0.81
H -3.552 2.057 0.403 0.24
H -3.532 2.506 -1.333 0.37
H -3.391 3.760 -0.077 0.57
H 0.305 4.024 -1.510 0.28
H -1.264 4.833 -1.284 0.59
H -1.073 3.640 -2.585 0.42
H -1.970 -3.484 0.158 0.54
H -1.192 -2.795 1.618 0.66
H -0.271 -2.910 0.100 0.41
H -3.560 -1.601 1.910 0.65
H -3.284 0.154 1.841 0.30
H -2.085 -0.911 2.627 0.37
H -4.120 -1.874 -0.365 0.60
H -3.193 -1.549 -1.874 0.30
H -3.906 -0.199 -0.936 0.28
H -0.121 1.669 -4.939 0.56
H 1.185 0.958 -3.946 0.53
H 0.488 2.545 -3.503 0.33
H -2.579 1.466 -4.560 0.58
H -2.448 2.649 -3.250 0.53
H -3.410 1.168 -3.018 0.41
H -1.054 -0.498 -4.967 0.64
H -2.270 -1.177 -3.835 0.56
H -0.560 -1.635 -3.698 -0.61
C 0.195 -4.158 -3.225 0.74
C -0.148 -5.485 -2.900 -0.27
C 0.329 -6.523 -3.717 -0.57
C 1.113 -6.253 -4.853 -0.46
C 1.331 -4.921 -5.224 -0.55
C 0.888 -3.874 -4.408 -0.15
O -0.004 -3.107 -2.345 -0.13
H -0.915 -3.024 -1.970 0.01
H -0.757 -5.681 -2.014 0.48
H 0.074 -7.562 -3.471 0.44
H 1.525 -7.065 -5.463 0.46
H 1.834 -4.677 -6.159 0.45
H 1.048 -2.832 -4.683 0.42
C -1.385 0.696 5.956 -0.82
C -1.962 1.388 4.884 -1.01
C -1.392 1.318 3.614 -0.42
C -0.154 0.668 3.407 0.93
C 0.448 0.042 4.511 -0.78
C -0.181 0.020 5.761 -0.76
P 0.682 0.813 1.741 1.67
C 1.711 2.316 2.117 0.73
C 2.215 3.121 1.067 0.02
C 2.961 4.273 1.337 -0.57
C 3.255 4.644 2.654 -0.87
C 2.778 3.848 3.697 -0.73
C 2.009 2.711 3.431 -1.08
C 1.977 -0.452 2.001 0.41
C 3.342 -0.176 1.826 -0.69
C 4.270 -1.222 1.809 -0.85
C 3.843 -2.543 1.987 -0.77
C 2.494 -2.814 2.265 -1.10
C 1.577 -1.763 2.322 -0.54
H -1.874 0.685 6.935 0.44
H -2.875 1.963 5.032 0.50
H -1.950 1.730 2.771 0.32
H 1.422 -0.437 4.427 0.47
H 0.284 -0.528 6.581 0.49
H 1.997 2.880 0.022 -0.08
H 3.306 4.895 0.509 0.47
H 3.833 5.549 2.863 0.43
H 2.982 4.120 4.737 0.48
H 1.629 2.154 4.284 0.41
H 3.695 0.851 1.720 0.46
H 5.328 -0.993 1.650 0.49
H 4.560 -3.364 1.913 0.45
H 2.150 -3.837 2.447 0.51
H 0.556 -1.967 2.659 0.92
```



Entry 2:
Formula: C3H9N5
Source: OMol25
Level of theory: ωB97M-V with the def2-TZVPD basis set

- Highest occupied orbital energy: -8.18 eV
- Relative energy (zero: lowest compared OMol25 entry of this formula, charge and spin): 9.895 eV
- Orbital gap: 8.11 eV
- Spin multiplicity: 1

Structure (XYZ):
```
17
Properties=species:S:1:pos:R:3:mulliken_charge:R:1
C -0.418 1.923 0.424 -0.73
C -1.549 -1.155 0.300 0.03
C 0.771 -0.588 0.680 -0.23
H -0.717 3.052 0.298 0.33
H -1.012 1.904 1.516 0.18
H 0.607 1.534 0.739 0.27
H -0.423 1.017 -1.428 0.29
H -1.433 -1.872 1.095 0.25
H -2.513 0.016 -1.248 0.34
H 0.656 -1.363 1.849 0.25
H 3.423 -1.351 0.221 0.28
H 3.584 -0.101 -1.138 0.26
N -0.861 1.023 -0.476 -0.40
N -0.559 -0.219 0.284 0.23
N -2.688 -0.906 -0.576 -0.66
N 1.685 -0.194 -0.484 -0.12
N 3.139 -0.263 -0.225 -0.55
```



Entry 3:
Formula: C16H25NO
Source: OMol25
Level of theory: ωB97M-V with the def2-TZVPD basis set

- Highest occupied orbital energy: -8.01 eV
- Relative energy (zero: lowest compared OMol25 entry of this formula, charge and spin): 1.517 eV
- Orbital gap: 8.88 eV
- SMILES string: Cc1cccc(OCCCN2CCCCCC2)c1
- Spin multiplicity: 1

Structure (XYZ):
```
43
Properties=species:S:1:pos:R:3:mulliken_charge:R:1
C 4.664 -0.284 0.373 -1.46
C 3.456 -0.974 0.932 0.34
C 3.304 -1.162 2.296 -0.67
C 2.187 -1.820 2.787 -0.59
C 1.216 -2.286 1.927 -0.56
C 1.352 -2.099 0.550 0.82
O 0.345 -2.615 -0.213 -0.50
C 0.233 -2.235 -1.568 -0.96
C -0.182 -0.772 -1.730 0.21
C -1.556 -0.520 -1.076 -1.38
N -1.870 0.852 -0.765 0.50
C -2.011 1.737 -1.907 -0.81
C -3.380 2.425 -1.869 -0.84
C -3.503 3.482 -0.776 -0.71
C -3.123 2.972 0.614 -0.70
C -1.615 2.778 0.778 -0.80
C -1.123 1.391 0.350 -0.64
C 2.476 -1.445 0.064 -0.14
H 5.287 -0.996 -0.170 0.32
H 5.261 0.158 1.166 0.37
H 4.373 0.500 -0.324 0.33
H 4.058 -0.796 2.977 0.35
H 2.074 -1.967 3.851 0.37
H 0.341 -2.800 2.292 0.46
H -0.547 -2.890 -1.968 0.43
H 1.165 -2.439 -2.111 0.35
H 0.561 -0.136 -1.247 0.07
H -0.205 -0.526 -2.792 0.43
H -1.595 -1.084 -0.140 0.51
H -2.343 -0.906 -1.732 0.30
H -1.950 1.151 -2.827 0.48
H -1.211 2.487 -1.943 0.36
H -3.574 2.892 -2.838 0.37
H -4.133 1.652 -1.708 0.29
H -4.536 3.837 -0.755 0.33
H -2.868 4.337 -1.024 0.30
H -3.635 2.030 0.811 0.34
H -3.464 3.704 1.350 0.36
H -1.336 2.915 1.825 0.48
H -1.097 3.551 0.207 0.32
H -1.256 0.690 1.181 0.43
H -0.037 1.458 0.149 0.14
H 2.618 -1.296 -0.996 0.39
```



Entry 4:
Formula: C10H36N10O8
Source: OMol25
Level of theory: ωB97M-V with the def2-TZVPD basis set

- Highest occupied orbital energy: -9.37 eV
- Relative energy (zero: lowest compared OMol25 entry of this formula, charge and spin): 8.499 eV
- Orbital gap: 8.97 eV
- SMILES string: NC(N)=O.NC(N)=O.NC(N)=O.NC(N)=O.NC(N)=O.CCO.CCO.CO
- Spin multiplicity: 1

Structure (XYZ):
```
64
Properties=species:S:1:pos:R:3:mulliken_charge:R:1
N -1.808 -1.049 3.408 -0.39
C -1.958 -2.318 3.327 0.38
N -2.989 -2.644 2.630 -0.28
O -1.225 -3.265 4.071 -0.67
H -1.070 -0.676 4.008 0.20
H -2.497 -0.366 3.098 0.23
H -3.278 -3.642 2.607 0.31
H -3.524 -2.097 1.903 0.15
N -2.861 0.247 -0.777 -0.36
C -1.996 -0.088 -1.709 0.37
N -1.220 0.839 -2.133 -0.25
O -1.861 -1.431 -2.056 -0.75
H -3.488 -0.494 -0.471 0.17
H -2.854 1.142 -0.231 0.50
H -0.445 0.509 -2.745 0.32
H -1.757 1.691 -2.564 0.38
N -0.737 -0.114 0.944 1.28
C 0.166 0.819 1.060 -0.14
N 0.045 1.618 0.007 -0.25
O 0.921 1.083 2.186 -0.79
H -0.973 -0.639 1.750 -0.08
H -1.410 -0.141 0.172 -0.39
H 0.789 2.376 -0.037 0.16
H -0.519 1.356 -0.919 -0.17
N 0.385 -0.842 -3.429 -0.42
C 1.590 -0.508 -3.005 0.17
N 1.627 -0.063 -1.749 -0.11
O 2.687 -0.639 -3.801 -0.75
H 0.340 -1.107 -4.452 0.20
H -0.415 -1.211 -2.868 0.30
H 2.529 -0.040 -1.276 0.18
H 0.911 0.285 -1.171 0.51
N -2.375 2.562 0.530 -0.35
C -2.778 3.713 0.008 0.23
N -1.980 4.110 -0.909 -0.12
O -3.883 4.429 0.460 -0.74
H -2.726 2.146 1.374 0.19
H -1.363 2.187 0.281 0.43
H -2.179 5.000 -1.333 0.29
H -1.034 3.802 -0.990 0.14
C -0.338 -3.729 0.683 -0.63
C 0.921 -3.315 1.435 0.34
O 1.467 -4.404 2.037 -0.57
H -1.190 -3.955 1.369 0.04
H -0.082 -4.617 0.155 0.44
H -0.630 -2.839 0.102 0.02
H 0.812 -2.374 2.012 0.21
H 1.634 -3.003 0.655 -0.28
H 1.972 -4.898 1.317 0.40
C 3.399 -1.061 1.221 -0.20
C 4.064 -1.831 0.066 -0.49
O 4.461 -0.857 -0.919 -0.54
H 2.423 -0.784 0.734 -0.51
H 3.895 -0.150 1.634 0.35
H 3.242 -1.746 2.094 0.33
H 3.572 -2.710 -0.323 0.35
H 4.978 -2.174 0.477 0.44
H 4.933 -1.303 -1.654 0.29
C 0.874 5.127 -1.166 -0.81
O 0.883 3.779 -1.615 -0.47
H 0.271 5.184 -0.217 0.36
H 0.361 5.751 -1.860 0.33
H 1.891 5.545 -1.061 0.29
H 1.403 3.820 -2.381 0.26
```



Entry 5:
Formula: C33H37ClNiO2Si2
Source: OMol25
Level of theory: ωB97M-V with the def2-TZVPD basis set

- Highest occupied orbital energy (alpha / beta): -5.92 / -7.41 eV
- Expectation value of S²: 2.011
- Relative energy (zero: lowest compared OMol25 entry of this formula, charge and spin): 0.070 eV
- Orbital gap (alpha / beta): 6.48 / 7.96 eV
- Spin multiplicity: 3

Structure (XYZ):
```
76
Properties=species:S:1:pos:R:3:mulliken_charge:R:1
C -1.787 -0.383 1.484 -0.65
C -2.485 0.097 0.323 -0.76
C -2.306 -0.873 -0.728 -0.45
H -3.105 0.988 0.263 0.49
C -1.531 -1.957 -0.200 -0.08
C -1.203 -1.655 1.155 -0.72
H -0.699 -2.322 1.854 0.52
H -1.787 0.076 2.470 0.53
H -2.749 -0.833 -1.717 0.59
H -1.321 -2.890 -0.720 0.56
Ni -0.431 -0.093 -0.147 0.03
Si 0.334 0.140 -2.363 0.75
C -0.363 1.636 -3.211 0.75
C 0.352 2.212 -4.277 -0.71
H 1.321 1.795 -4.561 0.31
C -0.185 3.302 -4.969 -0.52
H 0.373 3.751 -5.794 0.54
C -1.448 3.797 -4.632 -0.61
H -1.880 4.620 -5.202 0.39
C -2.156 3.227 -3.572 -0.58
H -3.147 3.595 -3.315 0.42
C -1.601 2.173 -2.839 -0.22
H -2.134 1.761 -1.980 0.04
C -0.228 -1.384 -3.272 0.86
C -1.285 -1.348 -4.195 -0.40
H -1.730 -0.391 -4.481 0.42
C -1.765 -2.537 -4.752 -0.65
H -2.604 -2.505 -5.449 0.39
C -1.174 -3.761 -4.425 -0.56
H -1.549 -4.688 -4.859 0.39
C -0.080 -3.790 -3.551 -0.64
H 0.397 -4.743 -3.311 0.42
C 0.404 -2.603 -2.991 -0.71
H 1.276 -2.604 -2.331 0.36
H 1.769 0.220 -2.602 -0.39
Si 2.849 0.542 -8.258 0.35
C 2.084 -1.106 -8.659 0.45
C 1.104 -1.241 -9.657 -0.08
H 0.789 -0.372 -10.241 0.36
C 0.510 -2.485 -9.909 -0.64
H -0.258 -2.576 -10.680 0.37
C 0.897 -3.610 -9.170 -0.44
H 0.428 -4.576 -9.356 0.38
C 1.893 -3.490 -8.193 -0.56
H 2.214 -4.367 -7.627 0.37
C 2.484 -2.246 -7.944 -0.47
H 3.259 -2.166 -7.180 0.28
C 1.646 1.867 -8.752 0.34
C 0.356 1.903 -8.211 -0.17
H 0.025 1.128 -7.514 0.56
C -0.524 2.938 -8.550 -0.78
H -1.520 2.970 -8.099 0.39
C -0.127 3.927 -9.455 -0.39
H -0.813 4.737 -9.712 0.38
C 1.152 3.875 -10.031 -0.52
H 1.455 4.645 -10.746 0.37
C 2.030 2.845 -9.685 -0.44
H 3.023 2.788 -10.136 0.31
H 4.161 0.740 -8.927 -0.22
Cl 3.264 0.628 -6.238 -0.23
C 0.350 2.480 1.258 -0.89
O 0.704 1.781 0.051 -0.08
C 2.134 1.777 -0.162 -0.77
C 2.769 0.541 0.426 -0.62
O 2.040 -0.595 -0.048 0.06
C 2.425 -1.776 0.652 -0.97
H -0.741 2.597 1.272 0.22
H 0.843 3.465 1.267 0.30
H 0.655 1.897 2.145 0.30
H 2.276 1.790 -1.243 0.02
H 2.555 2.677 0.306 0.60
H 3.808 0.421 0.080 0.44
H 2.753 0.567 1.527 0.40
H 3.520 -1.938 0.564 0.29
H 1.875 -2.618 0.206 0.27
H 2.148 -1.698 1.715 0.32
```



Entry 6:
Formula: C4H37NO15
Source: OMol25
Level of theory: ωB97M-V with the def2-TZVPD basis set

- Highest occupied orbital energy: -8.74 eV
- Relative energy (zero: lowest compared OMol25 entry of this formula, charge and spin): 8.233 eV
- Orbital gap: 8.36 eV
- Spin multiplicity: 1

Structure (XYZ):
```
57
Properties=species:S:1:pos:R:3:mulliken_charge:R:1
C -2.358 -0.656 -1.571 -0.59
O -2.548 -1.030 -0.290 -0.49
C -0.737 -0.724 -1.915 0.02
C -0.770 -0.368 -3.331 -0.48
C 0.557 -0.041 -4.031 -1.01
O -1.645 0.760 -3.500 -0.59
N 0.199 0.058 -1.047 0.54
H -2.521 0.444 -1.548 0.44
H -2.961 -1.361 -2.205 0.24
H -0.342 -1.803 -1.884 0.61
H -1.359 -1.078 -3.974 0.39
H 1.368 -0.749 -3.598 0.15
H 0.913 0.954 -4.009 0.22
H 0.234 -0.281 -5.146 0.30
H -1.139 1.553 -3.027 0.32
H -0.181 0.999 -0.787 -0.23
H 0.328 -0.522 -0.154 0.02
H -2.854 -0.367 0.397 0.31
H 2.244 2.368 -0.286 0.31
H 2.780 1.229 -1.425 0.33
O 2.684 2.164 -1.189 -0.69
H 0.088 -0.542 2.202 0.27
H -0.501 0.894 2.047 0.22
O -0.745 -0.141 2.042 -0.52
H -2.689 3.121 2.463 0.19
H -3.473 2.516 1.420 0.26
O -2.777 2.400 1.984 -0.48
H 2.790 -4.230 1.690 0.29
H 1.417 -4.093 1.665 0.28
O 2.133 -3.995 1.117 -0.56
H 1.892 0.432 3.057 0.25
H 2.984 -0.572 2.642 0.34
O 1.890 -0.443 2.699 -0.67
H 0.619 4.012 -2.938 0.25
H 1.613 3.630 -1.688 0.43
O 0.788 4.080 -2.043 -0.67
H -1.523 3.155 0.502 0.28
H -0.338 3.327 -0.605 0.29
O -1.114 2.823 -0.303 -0.57
H -1.632 -2.848 -0.834 0.35
H -2.502 -4.017 -0.183 0.34
O -1.783 -3.781 -0.881 -0.68
H 0.493 3.340 3.607 0.30
H -0.962 3.128 3.400 0.28
O -0.189 3.368 2.908 -0.58
H -2.015 0.032 3.472 0.38
H -2.729 -0.935 4.288 0.33
O -2.646 0.067 4.152 -0.63
H 3.631 -2.250 0.802 0.32
H 3.963 -0.653 0.736 0.44
O 4.067 -1.443 1.274 -0.66
H 3.439 -1.558 -1.416 0.33
H 2.622 -0.718 -0.374 0.19
O 3.348 -0.643 -1.126 -0.73
H -1.238 -3.119 1.700 0.29
H -0.280 -2.596 2.731 0.30
O -0.532 -3.296 2.308 -0.58
```



Entry 7:
Formula: C22H43BNO12Ti
Source: OMol25
Level of theory: ωB97M-V with the def2-TZVPD basis set

- Highest occupied orbital energy (alpha / beta): -8.46 / -8.46 eV
- Expectation value of S²: 3.750
- Relative energy (zero: lowest compared OMol25 entry of this formula, charge and spin): 7.076 eV
- Orbital gap (alpha / beta): 5.07 / 5.35 eV
- Spin multiplicity: 4

Structure (XYZ):
```
80
Properties=species:S:1:pos:R:3:mulliken_charge:R:1
Ti 0.378 1.241 -0.402 1.00
O 6.019 -5.798 -8.095 -0.63
C 6.341 -5.173 -7.053 0.59
O 5.592 -5.037 -5.966 -0.42
B 6.238 -4.146 -5.024 0.99
O 7.607 -3.935 -5.488 -0.46
C 7.765 -4.494 -6.716 0.56
O 8.721 -4.406 -7.437 -0.57
O 6.357 -4.690 -3.624 -0.49
C 5.763 -3.913 -2.772 0.60
O 5.639 -4.072 -1.568 -0.65
C 5.344 -2.610 -3.537 0.63
O 5.496 -2.872 -4.813 -0.51
O 4.944 -1.582 -3.082 -0.65
C -2.835 5.970 -4.422 -1.19
C -2.114 5.466 -3.254 0.43
C -2.855 5.969 -1.951 -1.31
O -2.113 4.076 -3.115 -0.55
H -2.292 5.648 -5.311 0.35
H -2.810 7.060 -4.414 0.34
H -3.850 5.575 -4.378 0.34
H -1.089 5.826 -3.174 0.24
H -3.888 5.635 -2.052 0.34
H -2.961 7.053 -1.998 0.37
H -2.455 5.834 -0.946 0.31
H -1.747 3.708 -3.922 0.32
C 4.688 5.173 2.698 -1.20
C 3.393 5.779 2.149 0.31
C 3.515 7.186 1.609 -1.18
O 3.147 4.966 1.071 -0.55
H 4.639 4.097 2.864 0.32
H 4.983 5.703 3.603 0.35
H 5.476 5.289 1.953 0.34
H 2.595 5.855 2.888 0.29
H 4.247 7.245 0.804 0.28
H 3.722 7.912 2.395 0.35
H 2.642 7.568 1.079 0.32
H 3.947 4.899 0.544 0.37
C -0.910 -5.241 -4.135 -1.46
C -1.624 -4.019 -3.494 0.51
C -3.132 -4.132 -3.271 -1.15
O -0.935 -3.817 -2.286 -0.55
H 0.173 -5.313 -4.035 0.44
H -0.955 -5.284 -5.223 0.38
H -1.296 -6.210 -3.818 0.36
H -1.359 -3.146 -4.092 0.23
H -3.451 -3.161 -2.893 0.28
H -3.338 -4.933 -2.560 0.27
H -3.636 -4.402 -4.199 0.35
H -0.680 -4.700 -2.007 0.33
C -1.300 -0.855 5.840 -1.42
C -1.290 -1.363 4.389 1.50
C -1.802 -2.843 4.346 -1.23
C -3.350 -3.035 4.307 -0.69
C -4.044 -2.051 3.399 -1.21
C -3.606 -0.562 3.528 1.63
N -2.117 -0.457 3.533 0.06
O -1.552 0.845 3.579 -0.40
C -4.180 0.117 2.337 -2.00
C -4.300 0.005 4.787 -1.58
C 0.157 -1.346 3.809 -1.79
H -0.365 -1.049 6.366 0.46
H -2.049 -1.418 6.398 0.38
H -1.600 0.191 5.902 0.12
H -1.441 -3.300 3.425 0.43
H -1.491 -3.519 5.142 0.34
H -3.609 -2.839 5.348 0.29
H -3.666 -4.033 4.005 0.41
H -5.126 -2.168 3.335 0.46
H -3.764 -2.390 2.401 0.43
H -3.941 1.177 2.262 0.38
H -3.568 -0.247 1.512 0.44
H -5.255 0.016 2.193 0.36
H -4.027 -0.605 5.648 0.34
H -4.022 1.033 5.020 0.34
H -5.364 0.018 4.548 0.45
H 0.678 -0.414 4.027 0.36
H 0.036 -1.664 2.773 0.42
H 0.768 -2.104 4.300 0.38
H -1.857 1.213 4.411 0.33
```



Entry 8:
Formula: CH3N3O3
Source: OMol25
Level of theory: ωB97M-V with the def2-TZVPD basis set

- Highest occupied orbital energy (alpha / beta): -10.54 / -10.33 eV
- Relative energy (zero: lowest compared OMol25 entry of this formula, charge and spin): 5.858 eV
- Orbital gap (alpha / beta): 8.25 / 8.17 eV
- Spin multiplicity: 1

Structure (XYZ):
```
10
Properties=species:S:1:pos:R:3:mulliken_charge:R:1
C 1.915 0.449 -0.280 0.39
N -2.065 -0.578 0.080 -0.61
N -0.601 0.361 1.107 -0.42
N -1.209 0.417 -0.071 1.15
O 1.830 -0.544 -0.962 -0.45
O -0.946 1.150 -1.008 -0.56
O 1.312 1.182 0.556 -0.31
H 2.949 0.958 -0.229 0.28
H -2.970 -0.370 -0.380 0.24
H -0.775 -0.290 1.812 0.29
```